#w
C5H8NO2 | ωB97M-V with the def2-TZVPD basis set

Structure (XYZ):
```
16
Properties=species:S:1:pos:R:3:nbo_charge:R:1
H 0.12911 -2.07403 -0.27470 0.230
C 0.73508 1.51564 0.79519 -0.227
C -2.08858 -0.21590 0.44667 1.034
H 0.76594 -0.31046 2.30549 0.264
O -2.81942 0.48323 1.00123 -0.362
C -0.44700 -1.40456 -0.87419 -0.047
N 1.07553 0.26473 0.03004 -0.411
H -0.52972 -1.99222 -1.72395 0.237
H 0.88594 -0.22195 -1.95636 0.246
H -0.43968 0.61982 -1.30090 0.228
H 1.62690 2.14587 1.22519 0.229
H 2.16565 0.07098 0.03499 0.447
C 0.32326 -0.07065 -1.11341 -0.240
C 0.39540 0.19697 1.31587 -0.401
O -1.84013 -1.17012 -0.29550 -0.439
H 0.06172 2.16264 0.38434 0.211
```

LUMO energy (alpha / beta): -0.1556 / -0.1556 hartree
net charge: +1
frontier orbital gap (alpha / beta): 8.3484 / 8.3493 eV

#x
C5H8NO2 | ωB97M-V with the def2-TZVPD basis set

Structure (XYZ):
```
16
Properties=species:S:1:pos:R:3:nbo_charge:R:1
H 0.16964 -1.45054 -1.46441 0.220
C 2.70103 -0.22513 0.04700 1.043
H -1.03585 -2.39017 -0.39102 0.238
H 1.01424 2.60588 0.00669 0.252
N -0.59438 -0.37995 0.23395 -0.420
C -0.09460 0.77019 -0.53855 -0.279
H -0.82251 1.60388 -0.73300 0.255
H 1.01941 1.41804 1.41278 0.235
C 0.54830 -1.25526 0.63308 -0.346
H 0.17822 0.63881 -1.62664 0.261
C -0.30124 -1.65782 -0.45450 -0.238
H -1.51528 -0.23719 0.68164 0.452
C 1.06650 1.50796 0.33639 -0.080
O 3.52753 -0.98853 -0.05790 -0.371
O 2.38468 0.96251 -0.02885 -0.451
H 0.29065 -1.63661 1.69724 0.230
```

LUMO energy: -0.1387 hartree
net charge: +1
frontier orbital gap: 9.7617 eV

Which of them is the most stable? Correct choice: #x.

#w
C2H3ClN2O | ωB97M-V with the def2-TZVPD basis set

Structure (XYZ):
```
9
Properties=species:S:1:pos:R:3:nbo_charge:R:1
N 0.10965 0.97262 0.07899 -0.263
O -1.06433 -1.58853 -1.40245 -0.545
H -0.07112 -0.82188 1.18980 0.225
H 1.36751 -0.82735 -0.00079 0.221
C 0.36637 -0.43087 0.33733 -0.342
N -0.38015 0.62094 -1.15598 -0.472
H -1.01641 1.25438 -1.77102 0.401
C -0.52419 -0.68455 -0.92769 0.677
Cl 1.32225 2.18513 0.11292 0.100
```

LUMO energy: 0.0302 hartree
frontier orbital gap: 9.9663 eV

#x
C2H3ClN2O | ωB97M-V with the def2-TZVPD basis set

Structure (XYZ):
```
9
Properties=species:S:1:pos:R:3:nbo_charge:R:1
N -0.03250 -1.32540 0.75930 -0.426
C -1.25646 -0.01038 -0.48610 -0.149
H 2.83681 -0.62102 0.30362 0.261
H -1.68032 1.01319 -0.56893 0.184
C -0.11472 -2.21979 -0.11540 0.835
H -1.55508 -0.60231 -1.31796 0.179
N -0.53684 -0.10373 0.59094 -0.189
O 0.14288 -3.17945 -0.69186 -0.435
Cl 3.27539 0.10577 -0.61034 -0.261
```

SMILES string: C=NN=C=O.Cl
LUMO energy: 0.0056 hartree
frontier orbital gap: 10.2127 eV

Which of them is the most stable? Correct choice: #x.

#w
C5H4NO3 | ωB97M-V with the def2-TZVPD basis set

Structure (XYZ):
```
13
Properties=species:S:1:pos:R:3:nbo_charge:R:1
C -0.62148 -0.49927 0.19976 -0.489
O 2.12565 1.71132 0.79545 -0.473
C 1.17604 0.82023 0.03718 0.271
C 2.33058 1.48484 -0.48478 0.767
H -0.68617 1.67290 0.78034 0.195
N 0.92545 -0.55044 0.36122 -0.452
H 1.20273 -2.45008 0.92718 0.093
C -0.33485 1.05802 -0.05596 -0.467
H -0.66358 1.52498 -0.99403 0.184
O 2.95911 -1.40611 0.97366 -0.682
C 1.75109 -1.49374 0.77488 0.528
O 3.06130 1.82636 -1.36100 -0.582
H -0.79374 -0.95745 -0.80474 0.108
```

LUMO energy: 0.1438 hartree
net charge: -1
frontier orbital gap: 6.4570 eV

#x
C5H4NO3 | ωB97M-V with the def2-TZVPD basis set

Structure (XYZ):
```
13
Properties=species:S:1:pos:R:3:nbo_charge:R:1
C -1.12593 1.10305 -0.04244 -0.098
H 0.57057 2.40461 -0.03109 0.210
H -1.86378 1.88625 -0.08338 0.199
H 2.93403 -0.25379 0.04290 0.489
O 1.23930 -2.42659 -0.04309 -0.775
C 0.67964 -1.21294 -0.01165 0.342
C -0.72183 -1.20235 0.02070 -0.184
N -1.57472 -0.15131 0.01167 0.100
C 0.24307 1.37301 -0.03014 -0.352
O 2.52870 0.62066 0.06622 -0.710
C 1.16728 0.39197 0.00590 0.220
O -2.84061 -0.37791 0.04319 -0.649
H -1.23573 -2.15466 0.05120 0.207
```

SMILES string: [O-]c1c[n+]([O-])ccc1O
LUMO energy: 0.1408 hartree
net charge: -1
frontier orbital gap: 7.0402 eV

Which of them is the most stable? Correct choice: #x.

#w
C9H15P | ωB97M-V with the def2-TZVPD basis set

Structure (XYZ):
```
25
Properties=species:S:1:pos:R:3:nbo_charge:R:1
C 0.77442 0.77444 -1.67985 -0.284
H 2.54116 1.69000 -0.90438 0.223
C 1.11757 -0.13891 0.93351 -0.330
H -0.52766 2.19882 -2.63754 0.187
H 2.02323 2.36080 -2.39985 0.217
C 0.92509 1.12776 1.24755 -0.404
H -2.45988 -0.81343 1.87265 0.224
H 0.88515 -1.83972 2.23451 0.223
H -3.38432 -2.76408 0.60779 0.200
H -1.24176 0.38143 1.16479 0.260
H 2.27909 -0.75128 2.65827 0.218
C -2.20035 -0.16477 1.02604 -0.752
H 2.93175 0.79265 -2.42069 0.225
H -2.60518 -2.80250 -1.23123 0.226
C 2.08891 1.44290 -1.89189 -0.668
H 2.54342 -1.73217 1.27582 0.224
H 0.71726 1.72852 0.42189 0.199
H 0.85408 1.68081 2.22035 0.211
C 1.72663 -1.14723 1.85519 -0.658
P 0.79386 -0.89731 -0.72177 0.614
H -1.31762 0.75069 -2.01989 0.201
C -0.42434 1.25273 -2.14391 -0.392
C -2.17160 -1.18204 -0.06846 0.157
H -3.15111 0.40000 0.89663 0.235
C -2.71783 -2.34810 -0.29552 -0.556
```

LUMO energy (alpha / beta): 0.0031 / -0.0269 hartree
frontier orbital gap (alpha / beta): 7.7473 / 7.3283 eV

#x
C9H15P | ωB97M-V with the def2-TZVPD basis set

Structure (XYZ):
```
25
Properties=species:S:1:pos:R:3:nbo_charge:R:1
H -3.90504 -0.14072 0.09521 0.234
H -0.27065 -0.78944 -2.06913 0.203
C -0.85386 -0.24371 -1.32856 -0.253
H 1.21382 -1.93686 1.17449 0.166
C 0.18025 -1.64535 1.19298 -0.553
H 2.06393 2.01173 1.40226 0.230
C 2.39941 -0.69964 -1.22931 -0.978
H 3.55169 -0.66199 -0.97826 0.249
H -0.25672 1.80437 1.35792 0.206
H -2.59007 -0.72647 -2.34436 0.215
H -0.33012 -2.45444 0.81389 0.167
H -0.31614 -1.16551 1.94637 0.176
C 2.30262 1.06582 1.02566 -0.908
C -2.15222 1.12715 0.71309 -0.147
C -2.21644 -0.09375 -1.45802 -0.169
H 2.09942 -1.01737 -2.27147 0.250
H 3.44189 0.94354 1.04187 0.233
P 1.63460 0.86312 -0.69306 0.833
H 1.87275 0.30405 1.53392 0.221
H 2.21663 -1.47278 -0.42063 0.230
H -2.61132 1.62770 1.43120 0.194
C -0.86444 1.17065 0.60242 -0.241
H -3.48682 1.30868 -0.89589 0.235
C -3.04738 0.46408 -0.31884 -0.495
C -0.07581 0.35715 -0.32372 -0.298
```

LUMO energy (alpha / beta): 0.0143 / -0.0019 hartree
frontier orbital gap (alpha / beta): 7.1295 / 7.7914 eV

Which of them is the most stable? Correct choice: #x.

#w
CH2O2S | ωB97M-V with the def2-TZVPD basis set

Structure (XYZ):
```
6
Properties=species:S:1:pos:R:3:nbo_charge:R:1
H -2.14504 0.43969 -0.71629 0.115
O -1.12198 0.51678 1.13567 -0.500
S 3.09618 -0.12124 0.52913 0.685
O 2.11556 -0.15653 -0.58424 -0.685
C -1.33831 0.08707 0.03719 0.280
H -0.60641 -0.76578 -0.40145 0.105
```

SMILES string: C=O.O=S
LUMO energy (alpha / beta): -0.0599 / -0.0600 hartree
frontier orbital gap (alpha / beta): 7.7871 / 7.7952 eV

#x
CH2O2S | ωB97M-V with the def2-TZVPD basis set

Structure (XYZ):
```
6
Properties=species:S:1:pos:R:3:nbo_charge:R:1
O 1.26257 -0.98668 -0.02522 -0.653
C 0.30405 0.01852 -0.03271 0.446
S -1.31116 -0.07728 0.00297 -0.170
H 0.17431 1.72533 -0.08866 0.506
O 1.02099 1.13942 0.03214 -0.628
H 0.71157 -1.82185 0.18207 0.500
```

SMILES string: OC(O)=S
LUMO energy: 0.0180 hartree
frontier orbital gap: 10.2120 eV

Which of them is the most stable? Correct choice: #x.

#w
CH2O2S | ωB97M-V with the def2-TZVPD basis set

Structure (XYZ):
```
6
Properties=species:S:1:pos:R:3:nbo_charge:R:1
H 1.24515 -0.30638 -0.98765 0.229
S -0.94046 -1.12794 0.01064 0.439
O -0.42323 1.13029 -0.22066 -0.306
H 1.02792 0.05025 1.03091 0.246
O -1.62638 0.48581 0.22323 -0.373
C 0.71700 -0.23204 -0.05648 -0.235
```

LUMO energy: -0.0216 hartree
frontier orbital gap: 8.3153 eV

#x
CH2O2S | ωB97M-V with the def2-TZVPD basis set

Structure (XYZ):
```
6
Properties=species:S:1:pos:R:3:nbo_charge:R:1
H 1.33725 0.71870 -1.10721 0.464
S -2.90898 0.32715 0.13694 0.152
H 1.24039 -0.50588 1.21529 0.461
O 1.30705 0.79609 -0.14447 -0.466
O 1.04681 -0.53600 0.26792 -0.453
C -2.02252 -0.80006 -0.36846 -0.158
```

LUMO energy: 0.0043 hartree
frontier orbital gap: 10.0099 eV

#y
CH2O2S | ωB97M-V with the def2-TZVPD basis set

Structure (XYZ):
```
6
Properties=species:S:1:pos:R:3:nbo_charge:R:1
O -0.70101 -1.13904 -0.56463 -0.670
C -0.27594 0.05157 -0.37066 0.597
H -0.11124 -0.88643 1.94531 0.194
S 0.93963 0.22884 0.95107 -0.023
O -0.72476 0.85267 -1.20590 -0.616
H -1.86095 -0.79343 -0.77432 0.518
```

LUMO energy: -0.0388 hartree
frontier orbital gap: 9.1403 eV

#z
CH2O2S | ωB97M-V with the def2-TZVPD basis set

Structure (XYZ):
```
6
Properties=species:S:1:pos:R:3:nbo_charge:R:1
H 0.14879 -1.88646 0.75937 0.487
O -0.48202 -1.44817 0.31920 -0.704
C -0.28108 -0.05992 -0.08975 0.427
O -1.56692 0.38045 -0.28567 -0.616
S 1.19906 0.59645 0.01346 -0.095
H -1.25585 1.24457 -0.70451 0.500
```

SMILES string: OC(O)=S
LUMO energy: 0.0094 hartree
frontier orbital gap: 9.8976 eV

Which of them is the most stable? Correct choice: #z.